12
Properties=species:S:1:pos:R:3:forces:R:3:nbo_charge:R:1 method="wB97M-V/def2-TZVPD" de_lowest_kcal_mol=50.2 smiles="O=C1CC(O)C1"
O 1.47028 -0.41931 -2.07744 0.0 0.2 -0.5 -0.509
C 0.71031 -0.27906 -1.17243 0.0 -1.3 0.9 0.609
C -0.48142 0.57894 -0.85839 -0.5 1.0 -3.1 -0.552
C -0.16445 0.47839 0.56501 0.6 1.4 2.3 0.083
O -1.36503 0.19384 1.22165 -0.1 -2.8 4.2 -0.718
C 0.80207 -0.72915 0.30055 -0.9 -1.6 0.8 -0.554
H -0.45440 1.53851 -1.40486 -0.3 -0.3 0.5 0.239
H -1.45251 0.07948 -0.99157 0.4 0.1 -0.4 0.263
H 0.19487 1.43995 1.01948 0.6 -1.0 -0.5 0.184
H -1.17095 -0.35590 2.12600 -0.7 2.2 -3.3 0.472
H 0.06783 -1.64980 0.57344 2.0 1.7 -1.0 0.238
H 1.84341 -0.87588 0.69856 -1.2 0.3 -0.1 0.243